1.
ORCA calculation (wB97M-V/def2-TZVPD) on C11H32N4O5Rh as an isolated structure at a distorted geometry.

Its spin multiplicity is 5. Its expectation value of S² is 6.012. The total energy is -1143.6189 a.u. Its charge is +1. The energy above the lowest of the compared OMol25 structures with the same formula, charge and spin comes out at 0.195 eV. Its frontier orbital gap (alpha / beta) is 6.64 / 7.32 eV.

Geometry as XYZ:
```
53
Properties=species:S:1:pos:R:3:lowdin_spin:R:1
O -2.190 3.442 -0.178 0.002
H -2.819 4.064 0.229 0.000
Rh 0.308 -0.352 0.214 2.328
N 1.749 -0.474 -1.097 0.366
N 0.861 1.523 0.014 0.374
O 2.254 -1.575 -1.800 0.091
O 0.321 2.678 0.589 0.073
C 2.496 0.613 -1.329 0.169
C 2.033 1.752 -0.625 0.224
C 3.664 0.436 -2.228 0.019
C 2.669 3.098 -0.591 0.031
H 3.435 -0.336 -2.967 0.001
H 4.564 0.095 -1.692 0.009
H 3.927 1.369 -2.737 0.002
H 2.321 3.635 0.296 0.002
H 2.418 3.710 -1.471 0.012
H 3.762 3.020 -0.548 0.005
H 1.725 -2.351 -1.524 0.002
H -0.594 2.858 0.181 0.006
O 2.887 -0.403 2.632 0.014
H 3.740 -0.592 2.182 0.000
H 2.711 0.513 2.357 0.001
C -2.766 2.910 -1.377 0.001
H -3.332 2.022 -1.084 0.000
H -1.947 2.662 -2.052 0.000
H -3.427 3.620 -1.907 0.000
O -1.653 0.092 -2.894 0.008
H -0.803 0.291 -3.331 0.001
H -2.138 -0.439 -3.569 0.000
C 0.525 -3.120 0.824 0.021
N -0.497 -2.378 0.050 0.083
C -0.696 -2.903 -1.324 0.011
C -1.873 -2.437 0.698 0.006
C -2.335 -1.083 1.160 0.012
N -1.213 -0.342 1.750 0.071
C -1.644 1.040 2.011 0.011
C -0.800 -0.936 3.039 0.011
H 1.337 -3.434 0.163 0.000
H 0.048 -3.980 1.301 0.003
H 0.960 -2.458 1.581 0.009
H -1.003 -3.958 -1.258 0.003
H -1.494 -2.315 -1.792 0.001
H 0.187 -2.809 -1.961 0.001
H -2.591 -2.806 -0.045 0.000
H -1.833 -3.162 1.517 0.001
H -2.731 -0.476 0.335 0.003
H -3.100 -1.233 1.929 0.002
H -2.536 1.038 2.663 0.002
H -0.823 1.590 2.496 0.001
H -1.923 1.509 1.061 0.003
H -1.705 -1.045 3.658 0.003
H -0.347 -1.923 2.916 0.001
H -0.089 -0.263 3.537 0.001
```

---

2.
ORCA calculation (wB97M-V/def2-TZVPD) on a 5-piece molecular cluster, C11H32O9 overall at a distorted geometry.

The total energy is -1115.3256 a.u. Its charge is 0. The energy above the lowest of the compared OMol25 structures with the same formula, charge and spin comes out at 3.243 eV. As for the SMILES: CC(C)O.OCCO.OCCO.OCCO.OCCO. Its frontier orbital gap is 9.97 eV.

Geometry as XYZ:
```
52
Properties=species:S:1:pos:R:3:mulliken_charge:R:1
C 1.313 -1.637 0.340 -1.652
C 0.169 -0.735 -0.016 0.897
C 0.101 0.623 0.696 -1.293
O 0.221 -0.329 -1.385 -0.415
H 2.319 -1.239 0.187 0.371
H 1.281 -2.571 -0.219 0.383
H 1.316 -1.728 1.427 0.392
H -0.762 -1.199 0.316 0.028
H 0.104 0.402 1.766 0.335
H -0.646 1.405 0.559 0.337
H 1.044 1.127 0.472 0.299
H 1.091 -0.018 -1.650 0.137
O -0.265 -1.658 -3.741 -0.489
C -1.520 -2.208 -4.013 -0.416
C -2.590 -1.266 -3.351 -0.402
O -2.469 -1.346 -1.892 -0.439
H -0.184 -1.717 -2.783 0.294
H -1.615 -2.221 -5.098 0.299
H -1.380 -3.177 -3.529 0.323
H -3.531 -1.727 -3.655 0.326
H -2.485 -0.253 -3.737 0.263
H -2.080 -0.500 -1.650 0.212
O 2.037 1.165 3.642 -0.447
C 2.215 0.661 4.959 -0.369
C 3.750 0.725 5.278 -0.600
O 4.071 2.001 5.733 -0.497
H 2.690 1.871 3.616 0.299
H 1.585 1.150 5.703 0.263
H 1.891 -0.377 4.868 0.282
H 4.298 0.384 4.395 0.363
H 4.087 -0.072 5.947 0.411
H 5.022 2.010 5.870 0.300
O -2.774 -2.108 2.209 -0.520
C -3.294 -0.942 2.775 -0.521
C -4.059 -0.147 1.659 -0.154
O -5.369 -0.640 1.581 -0.522
H -3.469 -2.678 1.874 0.318
H -4.006 -1.229 3.552 0.349
H -2.536 -0.307 3.231 0.335
H -3.544 -0.136 0.698 0.092
H -4.189 0.883 2.004 0.358
H -5.796 -0.193 0.846 0.305
O 2.791 2.369 -2.442 -0.554
C 1.657 2.144 -3.279 0.890
C 2.033 1.809 -4.717 -0.435
O 0.906 1.539 -5.554 -0.528
H 2.911 3.286 -2.187 0.323
H 1.061 1.303 -2.919 -0.709
H 0.933 2.954 -3.178 0.290
H 2.802 1.044 -4.835 0.289
H 2.464 2.654 -5.259 0.287
H 0.399 0.849 -5.111 0.307
```

---

3.
ORCA calculation (wB97M-V/def2-TZVPD) on C11H33BaN3O19P3 as an isolated structure at a distorted geometry.

The total energy is -3081.8016 a.u. Its charge is +1. The energy above the lowest of the compared OMol25 structures with the same formula, charge and spin comes out at 9.993 eV. Its frontier orbital gap is 2.78 eV.

Geometry as XYZ:
```
70
Properties=species:S:1:pos:R:3:mulliken_charge:R:1
Ba 7.398 23.205 -10.605 1.875
N 3.606 25.258 -14.395 1.035
O 3.387 25.668 -15.512 -0.596
O 2.772 24.972 -13.626 -0.613
O 4.795 25.102 -13.976 -0.701
C 8.321 27.511 -17.895 -0.630
N 7.497 28.551 -18.556 0.848
O 6.731 28.145 -19.368 -0.491
O 7.581 29.711 -18.115 -0.535
H 7.813 26.918 -17.134 0.256
H 9.055 28.065 -17.310 0.276
H 8.645 27.019 -18.812 0.276
C -0.769 24.762 -19.237 -0.621
N -0.726 23.498 -20.066 0.807
O -0.999 22.402 -19.632 -0.522
O -0.496 23.754 -21.239 -0.492
H 0.019 25.469 -19.497 0.279
H -0.574 24.566 -18.183 0.290
H -1.760 25.166 -19.444 0.260
C 5.162 16.280 -14.382 -0.660
O 3.872 16.864 -14.170 -0.282
P 3.577 18.255 -13.422 1.067
O 4.825 19.097 -13.166 -0.734
O 2.513 18.903 -14.449 -0.279
C 2.854 19.491 -15.762 -0.698
O 2.761 17.792 -12.070 -0.351
C 1.528 17.177 -12.238 -0.590
H 5.846 16.919 -13.824 0.287
H 5.457 15.955 -15.380 0.260
H 5.179 15.363 -13.792 0.272
H 2.591 20.547 -15.819 0.315
H 2.462 18.882 -16.576 0.294
H 3.922 19.521 -15.979 0.284
H 1.372 16.472 -11.421 0.240
H 1.382 16.827 -13.260 0.316
H 0.895 18.040 -12.032 0.258
C 1.575 23.103 -3.539 -0.596
O 2.451 23.365 -4.669 -0.301
P 2.329 22.518 -6.065 0.943
O 3.459 22.643 -7.027 -0.656
O 1.984 20.932 -5.664 -0.269
C 2.982 19.990 -5.315 -0.693
O 0.933 22.930 -6.757 -0.283
C 0.389 22.315 -7.863 -0.626
H 0.667 23.698 -3.631 0.267
H 2.058 23.422 -2.616 0.258
H 1.262 22.063 -3.446 0.297
H 2.751 19.349 -4.464 0.284
H 3.834 20.579 -4.975 0.293
H 3.317 19.447 -6.198 0.264
H -0.390 21.607 -7.580 0.243
H 1.217 21.806 -8.356 0.303
H 0.052 23.075 -8.568 0.266
C 5.476 29.820 -11.688 -0.719
O 4.738 29.823 -10.415 -0.241
P 5.295 29.102 -9.075 0.918
O 5.703 27.705 -9.211 -0.609
O 6.291 30.295 -8.436 -0.310
C 7.518 30.713 -9.131 -0.529
O 3.942 29.244 -8.054 -0.373
C 2.728 28.650 -8.440 -0.583
H 6.280 29.084 -11.688 0.328
H 5.928 30.784 -11.918 0.287
H 4.760 29.570 -12.471 0.287
H 7.681 31.789 -9.195 0.249
H 7.587 30.233 -10.107 0.233
H 8.347 30.293 -8.563 0.264
H 2.150 28.295 -7.586 0.245
H 2.891 27.897 -9.211 0.309
H 2.132 29.460 -8.860 0.245
```

---

4.
ORCA calculation (wB97M-V/def2-TZVPD) on C11H33N7O7Zn as an isolated structure at a distorted geometry.

The total energy is -3127.8889 a.u. Its charge is +2. The energy above the lowest of the compared OMol25 structures with the same formula, charge and spin comes out at 0.000 eV. Its frontier orbital gap is 10.09 eV.

Geometry as XYZ:
```
59
Properties=species:S:1:pos:R:3:mulliken_charge:R:1
Zn -0.166 -0.399 0.678 1.063
C 2.886 0.153 1.612 0.458
O 1.802 -0.102 1.082 -0.686
N 3.751 -0.826 2.024 -0.424
N 3.262 1.424 1.889 -0.381
H 3.455 -1.757 1.797 0.229
H 4.726 -0.591 2.108 0.213
H 2.659 2.179 1.616 0.191
H 4.224 1.636 2.095 0.220
C -1.598 2.489 0.343 0.395
O -0.873 1.504 0.518 -0.258
N -1.112 3.591 -0.276 -0.356
N -2.886 2.553 0.766 -0.389
H -0.125 3.594 -0.478 0.170
H -1.613 4.460 -0.197 0.203
H -3.451 3.366 0.599 0.186
H -3.235 1.821 1.353 0.192
C -0.125 -0.399 3.927 0.547
O -0.410 -0.373 2.725 -0.370
N -0.775 0.373 4.836 -0.437
N 0.808 -1.251 4.426 -0.403
H -1.656 0.761 4.555 0.233
H -0.551 0.264 5.810 0.181
H 1.452 -1.672 3.783 0.219
H 1.038 -1.203 5.404 0.197
C -1.589 -3.313 -3.742 -0.892
O -1.228 -2.323 -2.787 -0.234
C -1.309 -1.008 -3.320 -1.275
C -1.071 -0.004 -2.196 -0.409
N 0.181 -0.395 -1.475 0.572
C 1.379 0.313 -1.992 -1.079
C 1.398 1.821 -2.079 -0.472
O 1.674 2.442 -0.832 -0.196
C 2.340 3.690 -1.001 -1.063
H -1.269 -4.263 -3.329 0.267
H -1.057 -3.145 -4.689 0.326
H -2.648 -3.276 -4.010 0.337
H -2.291 -0.881 -3.794 0.531
H -0.571 -0.867 -4.122 0.426
H -1.922 0.055 -1.529 0.324
H -0.904 0.919 -2.745 0.294
H 0.304 -1.371 -1.732 0.192
H 1.586 -0.081 -3.000 0.499
H 2.302 -0.003 -1.497 0.336
H 0.455 2.229 -2.467 0.270
H 2.133 2.109 -2.838 0.549
H 3.381 3.556 -1.310 0.290
H 2.327 4.179 -0.027 0.377
H 1.853 4.313 -1.757 0.441
C -2.521 -2.451 0.565 -0.566
C -1.262 -3.299 0.346 -0.336
O -0.053 -2.508 0.467 -0.132
O -2.218 -1.038 0.601 -0.329
H -2.918 -2.744 1.535 0.490
H -3.238 -2.626 -0.233 0.270
H -1.218 -3.754 -0.644 0.112
H -1.263 -4.115 1.069 0.425
H 0.680 -3.130 0.479 0.224
H -2.933 -0.626 1.091 0.238
```